[1]
The following is a DFT calculation (the ωB97M-V functional and the def2-TZVPD basis) of a molecular structure, C4H3I.

XYZ file:
```
8
Properties=species:S:1:pos:R:3:nbo_charge:R:1
C 0.217 0.062 -0.668 -0.124
C 0.727 -1.086 -1.380 0.159
C 0.071 1.088 0.256 -0.385
C -0.729 -0.883 -1.375 -0.403
I -1.221 -1.221 -3.476 0.082
H 0.827 1.348 0.905 0.211
H -0.940 1.697 0.322 0.223
H -1.504 -1.323 -0.695 0.235
```

Properties
electronic energy = -451.650487 a.u.
highest occupied orbital energy (spin up / spin down) = -8.1013 / -9.2171 eV
molar mass = 177.97 g/mol
<S²> = 2.040
2S+1 = 3
gap between HOMO and LUMO (spin up / spin down) = 8.31 / 6.86 eV

[2]
The following is a DFT calculation (the ωB97M-V functional and the def2-TZVPD basis) of a molecular structure, C4H3IN3PtS4Sb.

XYZ file:
```
17
Properties=species:S:1:pos:R:3:nbo_charge:R:1
Pt -1.745 -0.039 1.453 0.548
S -2.932 0.044 -3.362 -0.894
Sb -3.509 0.315 -1.178 1.385
S -2.760 -1.594 0.091 -0.670
S -1.839 1.713 -0.093 -0.784
S -5.608 0.965 -0.635 -0.878
I 5.165 -0.750 -1.109 0.098
C 3.187 -0.426 -0.620 -0.320
C 2.411 0.652 -0.991 -0.081
N 1.203 0.435 -0.452 -0.325
N 1.139 -0.699 0.234 -0.213
C 2.336 -1.249 0.143 -0.095
H 2.634 1.522 -1.583 0.218
H 0.327 0.973 -0.535 0.459
H 2.550 -2.191 0.619 0.205
N -1.154 0.197 4.574 -0.558
C -1.405 0.130 3.443 -0.095
```

Properties
electronic energy = -2568.598097 a.u.
highest occupied orbital energy (spin up / spin down) = -1.5936 / -1.7732 eV
molar mass = 665.10 g/mol
charge = -2
<S²> = 2.010
2S+1 = 3
gap between HOMO and LUMO (spin up / spin down) = 5.04 / 5.22 eV